Computed, not measured: 19 unconnected molecules or ions with the total composition C58H164N10O28, with wB97M-V/def2-TZVPD.

The geometry in XYZ format:
```
260
C58H164N10O28 | the OMol25 dataset | wB97M-V/def2-TZVPD
H 1.9972 7.3626 2.0041
C -1.9381 7.5794 1.0336
C 5.5262 2.1898 -0.6615
C 1.4656 0.2003 0.4994
C 1.9584 1.0455 -5.2838
H -1.0980 -0.7351 0.8458
H 4.1362 5.1858 3.0606
C 2.3653 -1.5542 3.7803
C 0.1542 -6.1684 1.8418
C -6.6457 -0.5587 0.9245
H -3.0673 -7.5292 4.0773
H 0.8946 -1.9060 0.7151
C 7.2894 0.0930 -3.1773
H -2.2205 -3.5975 -2.2124
H -5.0312 4.7290 -1.8051
C 3.5545 -0.7258 4.2765
C 4.6439 5.8581 0.6319
H 1.9953 2.9725 3.7762
H 1.2252 1.0542 -0.1398
H 0.9316 -6.7366 2.3733
H -4.3883 -5.5256 4.3802
H -5.8741 0.9353 -2.5459
H -0.8136 3.8881 3.2399
C -1.6045 1.0979 6.2274
C 3.3356 -3.6680 -0.0581
H 1.8111 -8.0821 -3.4268
H -1.5955 1.9139 -3.5739
H 6.2300 -2.9406 -1.4241
N 1.2264 -1.4255 4.6755
H -1.2722 -8.9850 1.5655
C -3.6039 -1.2966 4.0349
H -2.4535 3.3356 5.7953
H -0.3951 -5.5791 2.5581
O 0.6762 6.8350 -2.2526
C -2.1954 2.6551 0.3584
C -4.1984 4.1174 0.0805
H 1.9483 0.9099 -2.6512
H -7.3757 -2.5190 0.6893
H -4.5404 2.4130 -1.9075
H 0.4616 3.8907 5.5194
H -2.0270 1.7855 -0.3078
H -2.6085 5.5401 4.9370
H -3.0416 -2.0702 2.2357
C 5.6795 -3.7897 0.9941
H 5.1282 -3.7711 1.9597
H 7.9695 0.6185 -3.8522
H 0.2753 -5.9364 -2.3094
H -2.4239 -3.6103 4.2983
H 4.3843 3.0885 -4.8046
H 4.1213 -5.1975 3.9590
C 2.1037 -7.0895 -3.8434
O 7.0202 0.9596 -2.0752
H -1.6350 -6.9337 0.7373
C 2.1809 -6.1712 -2.7164
H -1.1748 0.1372 6.1130
H -3.5515 0.7405 -3.3090
H -0.5939 -1.7806 -2.5832
H 3.6401 -3.5119 -6.0134
H -4.1640 4.3068 -4.4260
H 3.7699 2.3692 -6.2918
O -0.7510 -0.6925 -0.0469
H 3.6571 -5.3053 5.7708
H -1.0421 3.8256 -4.6074
N 5.2594 -3.2913 -1.4938
C 2.7067 -3.0205 3.6460
O -4.1671 -0.1077 3.5057
O 2.7768 1.9309 -4.5427
H 3.8909 -6.6155 -4.5172
O 3.1018 3.5671 2.1841
H 5.2415 -3.1594 -5.4219
C 6.3675 1.8003 0.5870
H -3.9914 -6.5838 1.5807
C 5.6446 1.1672 -1.8024
H 3.0519 -6.4372 -2.1416
H -5.2198 0.3634 5.3296
H 7.6362 -1.5031 1.9942
H -6.5454 5.2227 0.4122
H 5.2138 6.3695 1.4214
C -3.8555 -5.7694 2.3195
N -0.0943 -0.2046 -5.2226
H 2.0418 -1.1792 2.7925
O -5.4422 0.2578 1.0007
C -2.3886 2.6896 -5.8863
O 3.0099 -3.6343 4.8962
O 3.4121 -3.2459 -3.5824
O -5.9441 -2.3515 2.2101
H 0.4967 5.8348 -4.0796
C -3.4761 -4.3778 0.5614
C 7.0839 -2.3500 2.2901
H 1.1101 -0.4881 5.0221
H 4.6052 6.3696 -0.3491
H 6.1202 -2.0449 2.6492
H -6.8686 3.5642 0.4454
O 6.9638 -3.2004 1.0571
H 0.9630 -5.7648 0.0576
H -3.0097 7.4742 0.6808
H -1.9726 3.0468 -6.8964
O 0.6000 3.8706 -2.0038
O -2.9857 3.5832 -0.4688
H 2.9496 -3.7220 0.8997
H -3.9436 5.1507 0.3559
C -0.6719 -7.2262 1.1685
H -3.1870 -1.0325 4.9698
C 4.3144 -2.6799 -5.7244
N -2.3236 5.2475 3.9868
H -1.6400 0.0883 3.2473
C 3.9670 2.1789 -5.2275
H -2.7919 -5.8406 2.5785
H 1.4988 -6.7033 -4.6167
C -3.5684 6.6458 -3.1254
H -2.6724 1.0929 5.9928
O -1.0121 -8.2458 2.0824
C -4.6603 -6.2059 3.5732
H -2.1656 3.1242 -2.5789
H -4.6093 6.7412 -3.3979
H 1.3613 -0.8424 -2.9987
H 2.3240 -5.1211 -2.9876
H -2.8009 2.3689 1.2592
N -1.4220 -0.7865 2.7587
C 0.6677 -1.0442 0.0356
H -3.5334 -5.2973 -0.1258
C 1.1150 0.2505 -3.0386
O 1.0770 -6.3006 -1.8695
O 3.3759 -7.4438 -4.4354
N -5.4511 2.7488 -1.5769
H -5.8065 -0.8540 -4.0127
C -2.4568 -1.8109 3.1285
H -1.2671 -5.0364 -3.8580
C -5.5044 -1.0138 -2.9976
C -2.1253 3.5552 -4.6526
H 3.3037 0.3138 4.5406
H -7.1026 -0.2187 -0.0212
H -0.9294 -0.3420 -4.6977
O -2.9227 5.3859 -3.2615
H 4.9037 -1.9842 -7.4506
H 3.6262 2.8252 -1.0637
C 3.6478 -2.1974 -4.4670
H -3.4505 6.9589 -2.0527
O 2.8491 -0.2046 0.4408
C -0.3997 -2.7849 -3.0159
C 0.7579 0.7522 -4.5043
H -3.1325 7.3776 -3.7139
H 1.0698 0.3723 1.5167
H 6.4789 -0.1549 -3.8210
H -2.4470 -3.9738 0.7061
H -6.3453 -5.2185 3.1894
H 1.9332 -3.6181 3.1897
H -4.0056 -3.5564 0.0571
H 3.9216 -1.1349 5.2194
H -3.4307 2.4703 -5.9765
H 7.3653 1.5451 0.3316
O -0.9280 1.9588 5.3084
C -5.2990 4.0499 -0.9907
H -2.0922 5.3139 -0.9853
C -6.6113 4.3760 -0.2772
H 2.1380 6.4184 -3.4772
H -4.6757 -8.0574 4.6350
H 5.2564 0.2806 -1.3780
H -6.0935 -0.4190 4.1222
C -0.1502 4.7343 5.1354
N 4.1206 2.3899 -0.2629
H 1.6006 1.6380 -6.1600
H 3.3971 0.5765 0.2849
H 4.7648 -2.0468 0.0520
H -3.7690 -0.9669 -1.7556
C -3.9973 -1.1613 -2.7999
H 2.5260 5.4862 0.5150
C -1.7258 -2.9269 3.8548
H -5.6688 1.2904 3.8603
C 1.6331 4.6317 -2.6028
H 7.8014 -0.8579 -2.8222
H -3.0662 4.7245 3.5855
C -6.4089 -1.9808 0.9300
H 5.0717 4.8529 0.4519
O -4.1927 -4.5707 1.7442
O 0.8069 -5.3043 0.9037
H 3.5603 -3.1047 3.0143
H -1.2336 -2.4724 4.7317
H 4.6334 1.3128 -5.1822
H -0.8168 -4.0233 -1.2552
C -1.1609 -3.8763 -2.2372
H -2.5169 2.4652 4.2347
H -5.7371 -2.1729 0.0977
H 2.3067 5.3230 3.2285
H -1.1816 2.9921 0.6332
H 0.0089 -7.6679 0.4005
H 2.4586 4.8397 -1.9576
H 6.4702 2.6701 1.2879
H -7.3479 -0.3117 1.7027
H -5.4932 -3.2221 2.1062
H 0.7074 -2.9994 -3.0372
C 3.2412 5.8547 1.2669
H -6.3202 -6.6640 2.5915
H -1.9867 7.2023 2.9639
O -1.4729 6.0751 -0.9077
H 0.8767 -1.3339 -1.0005
H -0.6861 5.2921 5.9671
H -0.3623 0.1437 -6.0788
N -6.1047 -6.1775 3.4469
H -7.5057 4.5296 -0.8106
H -6.0133 -1.9421 -2.6987
C 4.7516 -3.1581 -0.0956
H 2.7224 -1.6846 -4.5772
H 1.2858 -2.0214 5.4974
C 3.1702 4.9332 2.5161
H 5.9063 3.1724 -1.0226
C 2.7954 2.5966 3.1484
H 3.9365 2.8352 0.5908
H 4.3676 -0.6741 3.6181
H 0.1916 0.4289 -2.4699
H 7.6160 -2.9880 2.9670
H 2.6190 -3.0348 -0.5025
H -3.0385 5.3916 -5.3895
O -1.0673 -5.1133 -2.9071
O -0.8014 -2.7870 -4.3573
H 4.1350 -3.2695 -2.9663
N -2.3148 2.6176 -3.4658
C -3.1230 4.7109 -4.5391
H 2.3965 0.0943 -5.5978
H 3.3215 -4.6366 -0.4247
O -6.0238 0.0527 -2.1877
H 3.2132 7.8925 1.1165
H -4.3241 -2.0808 4.1842
H 5.8436 1.0676 1.1998
H -0.9716 -3.5296 3.3109
H 5.2601 -4.2245 -1.7798
C -1.8496 3.0114 4.8886
H -0.1478 6.3127 0.7271
H -4.5362 3.5494 0.9226
H 5.8173 -4.8883 0.8440
H 5.0355 1.4620 -2.6760
C 1.1882 5.9877 -3.1909
H 0.2102 1.6890 -4.3781
C 3.3089 -4.9722 4.8110
O -1.7802 7.9604 2.3698
N 3.0115 7.1981 1.8146
H -5.6647 2.0686 -0.8949
H 2.4677 1.6596 2.7275
C -1.2457 4.2129 4.1926
H -3.6260 -2.1124 -3.0628
H -0.2902 -2.1895 -4.9058
H -4.9494 -0.0204 1.8083
H 0.4864 5.4623 4.6251
C -5.3077 0.2915 4.2246
C -4.1398 -7.5504 3.7775
O 4.4227 -1.6810 -6.6667
H -1.5537 8.3556 0.3800
H -1.4444 1.3234 7.2674
H -0.1731 6.6219 -1.8894
H 2.0149 3.9744 -3.3354
O -3.2562 -0.1811 -3.5443
H -4.1105 -8.1840 2.9401
H -0.5459 -1.0084 3.2350
H 4.3171 -1.4716 -3.8986
H 2.4443 -5.6428 4.5700
H -1.6963 5.5135 1.1732
H 3.6749 2.3849 3.7842
H -0.1128 4.4249 -1.6322
H -1.8796 1.7358 -5.6796
C -1.2157 6.3267 0.5696
```

Calculated values
HOMO energy ... -9.117 eV
Relative energy (zero: lowest compared OMol25 entry of this formula, charge and spin) ... 49.1 kJ/mol
LUMO energy ... 0.364 eV